Entry 1:
The following is a quantum chemistry calculation of a structure of composition C31H31Cl2FN7O7ReSSi, from the Open Molecules 2025 dataset.

Positions of all 82 atoms, in Å:
Re (0.2885, -0.0438, -0.5379)
Cl (1.7886, -0.5337, 1.3492)
C (1.4904, 0.8234, 2.4439)
C (2.2090, 0.8149, 3.6212)
C (2.0088, 1.8517, 4.5185)
C (1.1016, 2.8554, 4.2227)
C (0.3967, 2.8262, 3.0309)
Cl (-0.7284, 4.0976, 2.7094)
C (0.5692, 1.7999, 2.0926)
S (-0.3405, 1.8456, 0.5792)
H (2.9067, 0.0153, 3.8298)
H (2.5590, 1.8749, 5.4486)
H (0.9296, 3.6691, 4.9131)
C (-0.7555, -1.4093, -3.5578)
Si (-2.0267, -1.4632, -2.1771)
C (-2.5676, -3.2764, -2.1668)
C (-3.4629, -0.3572, -2.6400)
N (-1.3728, -1.0564, -0.4864)
C (-2.2709, -1.3419, 0.5826)
C (-3.6300, -1.6019, 0.3485)
C (-4.5374, -1.8191, 1.3685)
C (-4.1247, -1.7989, 2.6920)
C (-2.7903, -1.5684, 2.9676)
C (-1.9091, -1.3502, 1.9301)
F (-0.6176, -1.1880, 2.2689)
H (-1.3203, -1.7215, -4.4444)
H (0.0451, -2.1387, -3.4366)
H (-0.3406, -0.4257, -3.7679)
H (-3.5090, -3.3587, -2.7168)
H (-2.7431, -3.7078, -1.1795)
H (-1.8420, -3.8986, -2.6958)
H (-3.4215, -0.1632, -3.7153)
H (-3.4137, 0.6023, -2.1293)
H (-4.4355, -0.8020, -2.4285)
H (-4.0114, -1.6157, -0.6597)
H (-5.5753, -1.9956, 1.1216)
H (-4.8274, -1.9647, 3.4967)
H (-2.4039, -1.5553, 3.9780)
N (1.5261, -4.2570, -1.2211)
C (0.7096, -3.1978, -1.1129)
N (1.3507, -2.0490, -1.1364)
C (2.7157, -2.3943, -1.2164)
C (3.8795, -1.6213, -1.1678)
C (5.0899, -2.2767, -1.2431)
C (5.1736, -3.6730, -1.3575)
C (4.0398, -4.4547, -1.3733)
C (2.8239, -3.7851, -1.2909)
H (1.2309, -5.2187, -1.2052)
H (-0.3525, -3.3065, -0.9934)
H (3.8448, -0.5506, -1.0438)
H (6.0033, -1.6983, -1.2046)
H (6.1459, -4.1426, -1.4190)
H (4.0920, -5.5334, -1.4356)
O (0.6287, 2.2305, -3.2783)
C (-0.4648, 2.0079, -2.7820)
O (-0.7648, 1.0144, -2.0045)
C (-1.6274, 2.9178, -3.0671)
C (-2.6999, 2.9945, -2.1901)
C (-3.7295, 3.8705, -2.4724)
C (-3.7437, 4.6717, -3.5966)
C (-2.6589, 4.5652, -4.4457)
C (-1.5968, 3.7171, -4.2015)
N (-2.6354, 5.4009, -5.6676)
O (-3.5905, 6.1174, -5.8669)
O (-1.6580, 5.3124, -6.3798)
N (-4.8699, 3.9449, -1.5319)
O (-4.8954, 3.1355, -0.6270)
O (-5.7220, 4.7751, -1.7553)
H (-2.7353, 2.3950, -1.2925)
H (-4.5591, 5.3481, -3.8016)
H (-0.7579, 3.6807, -4.8803)
C (3.2344, 3.2574, -1.5458)
N (3.3287, 2.1395, -2.4787)
C (2.5772, 1.0534, -2.3287)
N (2.4988, 0.1537, -3.3253)
O (2.0619, 0.8198, -1.1873)
H (4.1042, 3.8940, -1.6803)
H (3.2288, 2.8782, -0.5280)
H (2.3225, 3.8284, -1.7225)
H (3.6561, 2.3434, -3.4087)
H (2.6273, 0.4807, -4.2693)
H (1.7998, -0.5651, -3.2160)

Calculated values
max |F| = 1.0 eV/A
spin multiplicity = 2
total charge = +1
LUMO level (spin up / spin down) = -0.15379 / -0.13724 Ha
expectation value of S² = 0.785
relative energy (zero: lowest compared OMol25 entry of this formula, charge and spin) = 9.6 kcal per mole
E = -3895.866812 Ha

Entry 2:
The following is a quantum chemistry calculation of a structure of composition Br2ClI2MnO4 in a non-equilibrium geometry, from the Open Molecules 2025 dataset.

Positions of all 10 atoms, in Å:
Mn (0.1970, 0.9485, 1.6089)
I (-2.0964, -0.6418, 2.2928)
I (-0.2425, 2.7901, 3.8984)
Br (2.2875, -0.3018, 2.1274)
Br (0.9323, 2.8210, -0.0185)
Cl (-0.2105, -0.9880, -1.9636)
O (-1.6488, -1.1702, -1.8685)
O (0.1943, -2.3437, -2.3624)
O (0.2715, -0.1750, -3.1014)
O (0.3154, -0.9391, -0.6131)

Calculated values
max |F| = 6.5 eV/A
spin multiplicity = 6
total charge = -3
LUMO level (spin up / spin down) = 0.24918 / 0.24840 Ha
expectation value of S² = 8.755
E = -7655.454616 Ha

Entry 3:
The following is a quantum chemistry calculation of a structure of composition C8H23B2CuNO10V2 in a non-equilibrium geometry, from the Open Molecules 2025 dataset.

Positions of all 47 atoms, in Å:
O (14.3495, -7.6403, -16.9664)
V (13.3046, -7.9628, -18.0871)
O (10.7684, -4.3077, -18.8757)
V (10.9737, -5.7591, -19.3858)
Cu (9.7513, -9.7723, -17.1695)
C (13.4306, -6.3900, -20.3884)
O (12.8495, -5.3120, -20.3736)
O (14.3180, -6.6270, -19.5969)
O (12.5494, -7.2179, -20.1154)
C (10.9586, -7.2433, -17.0642)
O (11.4933, -8.3226, -16.9044)
O (10.1186, -7.1618, -17.9372)
O (11.8575, -6.4919, -17.4457)
B (9.4899, -5.8391, -21.1231)
H (8.9974, -5.1635, -20.4410)
H (10.4526, -5.4173, -21.3669)
H (9.6161, -6.7859, -20.6212)
H (8.8902, -5.8150, -22.0198)
B (13.8935, -10.1839, -18.2831)
H (13.1616, -9.8455, -19.0001)
H (14.1557, -11.2179, -18.4454)
H (14.7290, -9.5061, -18.3655)
H (13.4974, -10.0997, -17.2829)
C (14.5272, -14.7987, -15.1759)
O (13.2383, -14.1277, -15.1148)
C (12.8252, -13.4522, -16.3626)
C (11.4375, -12.7714, -16.2588)
N (11.1839, -11.6950, -17.2428)
C (10.7385, -12.2983, -18.5264)
C (10.4652, -11.2323, -19.5846)
O (9.3758, -10.5104, -19.2547)
C (9.0148, -9.4289, -20.1509)
H (14.3837, -15.6451, -15.8475)
H (14.8515, -15.2296, -14.2287)
H (15.4012, -14.2081, -15.4505)
H (12.7870, -14.1116, -17.2296)
H (13.6222, -12.7250, -16.5183)
H (11.2813, -12.4263, -15.2367)
H (10.6188, -13.4780, -16.3951)
H (12.1098, -11.3156, -17.3808)
H (9.8473, -12.9156, -18.4135)
H (11.5158, -13.0019, -18.8247)
H (10.3001, -11.8099, -20.4941)
H (11.2951, -10.5417, -19.7342)
H (9.8825, -8.7809, -20.2745)
H (8.1455, -8.8600, -19.8210)
H (8.7860, -9.7644, -21.1624)

Calculated values
max |F| = 12.4 eV/A
spin multiplicity = 3
total charge = -1
LUMO level (spin up / spin down) = 0.05560 / 0.05555 Ha
expectation value of S² = 2.041
E = -4703.733330 Ha

Entry 4:
The following is a quantum chemistry calculation of an isolated molecule of C3H5NO in a non-equilibrium geometry, from the Open Molecules 2025 dataset.

Positions of all 10 atoms, in Å:
C (0.4834, -1.1940, 0.0885)
C (1.6029, -0.1093, 0.3719)
C (-1.4568, 0.2161, -0.2390)
N (1.2482, 0.6564, -0.6592)
O (-0.7150, -1.0153, -0.1122)
H (1.2286, 0.3064, 1.3535)
H (2.5958, -0.7115, 0.2104)
H (-0.6358, 1.0866, -0.5284)
H (-2.1177, 0.5359, 0.5150)
H (-2.2335, 0.2287, -1.0005)

Calculated values
max |F| = 4.9 eV/A
spin multiplicity = 1
total charge = 0
LUMO level (spin up / spin down) = -0.01141 / -0.01747 Ha
relative energy (zero: lowest compared OMol25 entry of this formula, charge and spin) = 190.5 kcal per mole
E = -247.003690 Ha

Entry 5:
The following is a quantum chemistry calculation of a cluster of 3 separate species, C5H13NO2 in total in a non-equilibrium geometry, from the Open Molecules 2025 dataset.

Positions of all 21 atoms, in Å:
C (-0.7106, 0.9688, 0.3698)
C (-1.7473, 0.3540, 1.0291)
N (-3.1870, 0.8291, 0.9371)
C (0.6527, 0.4731, 0.5890)
C (1.0004, -0.3089, -0.6324)
C (1.9648, 0.0333, -1.5453)
H (-0.8193, 1.7488, -0.4147)
H (-1.6668, -0.3902, 1.8048)
H (-3.8374, 0.1788, 1.3541)
H (-3.6148, 1.2111, 0.1091)
H (0.7722, -0.2429, 1.4099)
H (1.3011, 1.3314, 0.7819)
H (0.2890, -1.1790, -0.8011)
H (2.0563, -0.4085, -2.4815)
H (2.4298, 1.0337, -1.3958)
H (-2.6163, -0.6006, -0.5724)
H (-2.9531, -1.7107, -1.6243)
O (-2.1934, -1.1843, -1.2803)
H (3.7330, -1.0031, 0.2825)
H (5.0430, -0.6843, 1.0904)
O (4.1038, -0.4496, 0.9903)

Calculated values
max |F| = 4.1 eV/A
spin multiplicity = 1
total charge = 0
LUMO level = 0.02831 Ha
relative energy (zero: lowest compared OMol25 entry of this formula, charge and spin) = 71.1 kcal per mole
E = -403.463347 Ha

Entry 6:
The following is a quantum chemistry calculation of a cluster of 2 separate species, C2H3NO2 in total in a non-equilibrium geometry, from the Open Molecules 2025 dataset.

Positions of all 8 atoms, in Å:
O (-2.5015, 0.8969, -0.2907)
C (-1.5617, 0.5769, -0.8436)
N (-0.0777, -0.0693, 0.8462)
C (0.9951, -0.3451, 0.2283)
O (1.0734, -0.2557, -1.0974)
H (0.1721, 0.0387, -1.3766)
H (-0.0316, -0.1689, 1.8502)
H (1.9318, -0.6736, 0.6836)

Calculated values
max |F| = 1.8 eV/A
spin multiplicity = 1
total charge = 0
LUMO level = 0.03648 Ha
relative energy (zero: lowest compared OMol25 entry of this formula, charge and spin) = 22.9 kcal per mole
E = -283.221494 Ha